Below is a 13-piece molecular cluster, C37H75I2N26O12 overall in a non-equilibrium geometry, with properties calculated with ωB97M-V/def2-TZVPD.

Geometry as XYZ:
```
152
Properties=species:S:1:pos:R:3
C -2.10311 -2.05829 2.07621
C -2.27030 -0.77460 1.17512
I -4.01863 0.28092 2.01695
C -2.60424 -1.04877 -0.35405
I -3.63588 -2.97024 -0.66570
C -1.41984 -0.77522 -1.34974
C -0.04597 -1.50490 -1.09109
C -0.08526 -3.06970 -1.07518
C 0.40450 -3.91933 0.05050
C 0.39454 -5.40037 0.08360
N -0.05626 -6.12010 -1.00076
C -0.50799 -5.36694 -2.05843
C -0.58693 -3.90204 -2.23460
C 0.78940 -0.94513 0.15821
N 0.82196 0.55283 0.22559
C 0.27499 1.25457 -0.97654
C 0.38862 2.80462 -0.74608
C -0.67208 3.58357 -0.03401
C -0.54503 5.05412 0.21267
C 0.64893 5.81561 -0.22416
C 1.72021 5.03983 -0.94277
C 1.59283 3.57751 -1.19899
C -1.18642 0.82569 -1.38143
C -1.58060 1.33215 -2.82917
C -3.01535 1.33067 -3.27610
C -3.42658 1.76214 -4.64420
C -2.38258 2.24287 -5.60610
C -0.95139 2.28918 -5.19116
C -0.57351 1.82899 -3.81290
H -1.71264 -1.70329 3.08316
H -3.09554 -2.54436 2.31086
H -1.35588 -2.80611 1.70072
H -1.43190 -0.02594 1.29410
H -3.41241 -0.30158 -0.61938
H -1.75836 -1.05975 -2.39197
H 0.61145 -1.24859 -1.98417
H 0.80152 -3.39218 0.96410
H 0.76272 -5.97983 0.97391
H -0.86752 -5.96416 -2.94544
H -0.97380 -3.41635 -3.17179
H 0.35579 -1.29667 1.14425
H 1.84276 -1.34324 0.12881
H 1.81683 0.82510 0.29109
H 0.37816 0.95694 1.06738
H 0.95852 0.99147 -1.84048
H -1.58158 3.04690 0.33834
H -1.39154 5.53915 0.76218
H 0.80709 6.90877 -0.08295
H 2.63627 5.60437 -1.26771
H 2.43041 3.05392 -1.72795
H -1.91708 1.28194 -0.65944
H -3.84952 1.00368 -2.59535
H -4.50302 1.75241 -4.96097
H -2.67725 2.55982 -6.64053
H -0.14340 2.63715 -5.89199
H 0.52482 1.86786 -3.58070
C 4.62783 1.63752 -3.10852
O 3.41326 1.75387 -2.96368
N 5.24634 1.88950 -4.28726
N 5.45227 1.24768 -2.10136
H 6.23553 1.80161 -4.42882
H 4.66764 2.18085 -5.05631
H 5.02985 1.05239 -1.21195
H 6.44564 1.14731 -2.20021
C 0.91825 -0.36857 4.69638
O 0.74525 0.36177 3.72240
N 1.83398 -1.37093 4.70464
N 0.21155 -0.23420 5.84426
H 1.99172 -1.97694 5.48927
H 2.38007 -1.50277 3.87090
H -0.47657 0.49799 5.87673
H 0.33876 -0.81875 6.64995
C 4.51201 -6.53345 0.15013
O 5.34042 -6.21805 0.99244
N 3.44231 -5.74261 -0.15425
N 4.58012 -7.68976 -0.55340
H 2.74955 -5.97882 -0.84175
H 3.35717 -4.87691 0.34667
H 5.35421 -8.29966 -0.35730
H 3.90554 -7.96356 -1.25065
C 2.90128 -7.78844 -4.10371
O 3.05716 -8.46317 -3.09593
N 3.85359 -6.93660 -4.56787
N 1.76237 -7.83465 -4.84435
H 3.74678 -6.37497 -5.39168
H 4.71034 -6.87733 -4.04446
H 1.03643 -8.45527 -4.53024
H 1.61343 -7.29141 -5.67390
C -2.92079 6.12370 3.42142
O -2.30935 6.20661 2.36477
N -2.96704 4.97730 4.15213
N -3.60430 7.16910 3.95323
H -3.46197 4.88799 5.01977
H -2.47193 4.18190 3.78886
H -3.59245 8.03337 3.43992
H -4.11180 7.12318 4.81701
C 0.22226 1.18002 -9.71845
O 0.82848 1.28501 -10.77295
N 0.19372 0.02952 -8.99810
N -0.48118 2.21175 -9.17084
H -0.30133 -0.07586 -8.13144
H 0.69944 -0.75460 -9.36914
H -0.48505 3.08090 -9.67531
H -0.98624 2.14769 -8.30678
C -3.24710 -1.30645 -9.11764
O -2.41305 -1.00659 -8.27492
N -4.30982 -0.51101 -9.41143
N -3.18210 -2.46024 -9.83269
H -5.00409 -0.73789 -10.09863
H -4.39110 0.35131 -8.90301
H -2.40957 -3.07377 -9.64341
H -3.85453 -2.72490 -10.52802
C 4.87570 1.34608 4.52302
O 5.08092 0.67386 5.51828
N 5.82034 2.16831 3.98357
N 3.68356 1.33361 3.86373
H 5.67188 2.72861 3.16337
H 6.71457 2.20399 4.44293
H 2.96192 0.73782 4.23366
H 3.49186 1.87878 3.04359
C 4.20040 6.03180 3.76111
O 4.74028 6.08659 2.66773
N 4.18611 4.89936 4.51406
N 3.56602 7.09798 4.32309
H 3.74889 4.82920 5.41446
H 4.64676 4.09202 4.12911
H 3.55471 7.95456 3.79650
H 3.11704 7.07160 5.22001
C -6.37472 -4.44653 3.55363
O -6.93226 -5.07576 4.43891
N -5.91750 -5.03196 2.41501
N -6.16304 -3.10388 3.63060
H -5.45755 -4.53079 1.67928
H -6.05542 -6.02321 2.32043
H -6.48802 -2.63572 4.45853
H -5.70791 -2.56738 2.91442
C 6.80566 8.80012 7.30331
O 7.70007 9.09435 8.07610
N 5.74769 9.62316 7.05777
N 6.78537 7.62355 6.61756
H 5.00229 9.40038 6.42572
H 5.72786 10.50145 7.54576
H 7.54996 6.99036 6.77251
H 6.05856 7.36238 5.97655
C -10.69071 -5.71926 6.88572
O -11.90012 -5.62095 7.02208
N -10.06107 -5.46168 5.70862
N -9.86647 -6.09591 7.90287
H -9.06742 -5.53650 5.57646
H -10.63591 -5.18108 4.93445
H -10.29482 -6.29524 8.78943
H -8.87156 -6.18281 7.81180
```

The calculation puts the total energy at -4376.908018 hartree. The value obtained for the largest force on an atom is 4.000 eV/A. As for the gap between HOMO and LUMO: 7.7119 eV. The net charge is +1.

Below is a 10-piece molecular cluster, C37H77NO20 overall in a non-equilibrium geometry, with properties calculated with ωB97M-V/def2-TZVPD.

Geometry as XYZ:
```
135
Properties=species:S:1:pos:R:3
C 0.94579 12.08427 18.13502
N 1.70287 12.62494 16.90525
O 1.03747 13.08130 15.93990
O 2.89894 12.69388 16.96886
H 1.72026 11.84758 18.88275
H 0.45920 11.12689 17.83353
H 0.22678 12.79286 18.41535
C 0.39976 8.16583 15.78629
O 1.34315 8.05616 16.87370
C 2.34865 8.95624 16.81821
C 3.69504 8.17587 16.78266
O 4.71024 9.17193 17.15370
C 4.82110 10.16481 16.10179
H 0.89660 8.38702 14.78219
H -0.33948 8.94072 15.96512
H -0.05503 7.18654 15.69522
H 2.37701 9.51061 17.73927
H 2.20401 9.59254 15.93065
H 3.93354 7.67938 15.85811
H 3.53438 7.48584 17.58769
H 4.07624 11.00941 16.04933
H 4.86987 9.66150 15.11979
H 5.88762 10.53881 16.19349
C 5.10984 15.08369 18.22966
O 4.94128 16.38874 18.69759
C 4.69797 17.39839 17.67174
C 5.82309 17.88590 16.80576
O 6.02934 16.94180 15.76276
C 7.02356 17.38342 14.88859
H 5.46971 14.53354 19.08876
H 5.80214 14.97841 17.45006
H 4.16727 14.66044 17.88365
H 4.23922 18.24543 18.34383
H 3.85687 17.15563 16.95474
H 6.70719 18.05218 17.42741
H 5.50815 18.88641 16.45082
H 6.68503 18.32369 14.36727
H 7.22563 16.65125 14.12025
H 8.00516 17.63188 15.40008
C 2.90987 12.15257 11.01186
O 1.71529 12.55248 11.74750
C 1.20060 11.48477 12.45751
C -0.23161 11.88347 12.90056
O -1.15790 11.51626 11.94283
C -2.36414 12.19620 12.05668
H 2.98979 12.91475 10.23374
H 2.80736 11.17520 10.50074
H 3.79056 12.04575 11.66297
H 1.71583 11.27765 13.43682
H 1.16794 10.53965 11.88068
H -0.20612 12.92312 13.19776
H -0.41796 11.30137 13.82776
H -2.89189 11.96946 11.10219
H -2.20131 13.26053 12.33473
H -2.92457 11.66541 12.80044
C -1.18545 14.99495 20.95991
O -0.38822 14.20130 21.84879
C -0.48470 12.80590 21.63799
C -0.35838 11.91534 22.80087
O 0.94732 12.07709 23.36899
C 1.25004 11.04599 24.31668
H -2.22285 14.69813 21.01096
H -0.81086 14.93564 19.92836
H -1.10060 16.04580 21.32662
H 0.28109 12.53009 20.92175
H -1.45833 12.65244 21.18147
H -0.46233 10.89757 22.41556
H -1.16225 11.89787 23.55452
H 0.97684 10.05403 23.93014
H 0.82017 11.13778 25.31278
H 2.35665 11.04034 24.40155
C -3.20859 6.85830 18.77811
O -4.02775 8.04021 18.48666
C -3.70693 9.26611 19.09328
C -2.74978 10.18869 18.35805
O -1.43392 9.69839 18.32470
C -0.79219 9.53476 19.64425
H -2.15627 6.90205 18.37099
H -3.75996 6.04631 18.37716
H -3.20362 6.78044 19.82439
H -3.50165 9.14211 20.11548
H -4.69737 9.87297 19.10151
H -2.77040 11.11363 18.96681
H -3.06753 10.33117 17.36833
H -1.46650 8.93422 20.29199
H -0.60700 10.49828 20.08677
H 0.18002 8.98602 19.43276
O 2.09223 10.36820 20.63974
C 3.26641 10.35303 20.92999
O 3.78393 9.83503 22.07899
C 5.13170 10.36445 22.26571
C 5.69862 10.70321 20.92074
C 4.37435 10.99907 20.10439
H 5.59183 9.48034 22.71762
H 5.14514 11.18764 22.94123
H 6.23667 9.85432 20.56851
H 6.36344 11.52386 20.84882
H 4.41456 10.57831 19.03968
H 4.11441 12.05694 20.09221
O -3.67213 13.04057 18.51116
C -3.15696 13.73707 17.66460
O -2.61270 14.96570 18.00796
C -1.86508 15.52296 16.83886
C -2.49801 14.83069 15.66777
C -3.02964 13.53197 16.14334
H -0.76268 15.38055 16.91848
H -2.06301 16.59778 16.87666
H -1.85149 14.65412 14.82561
H -3.32433 15.48822 15.28158
H -2.25253 12.70507 15.99252
H -3.98751 13.15336 15.66992
O -0.90479 16.18360 13.33767
C 0.28604 16.36642 13.40564
O 0.77867 17.04612 14.50472
C 2.18135 17.17468 14.34289
C 2.64772 16.26706 13.19933
C 1.34073 16.05002 12.42405
H 2.58508 16.90581 15.30344
H 2.44451 18.24185 14.20835
H 2.99726 15.36592 13.68589
H 3.50915 16.76355 12.67732
H 1.30720 15.04605 12.09488
H 1.29750 16.58041 11.43877
O 1.52380 15.07274 18.11908
C 1.84139 15.33487 19.25126
O 2.20591 14.40441 20.12847
C 2.95165 15.02212 21.22515
C 3.04565 16.50254 20.97591
C 1.94091 16.68184 19.88744
H 3.91871 14.52934 21.34075
H 2.28456 14.81725 22.10545
H 4.00763 16.80848 20.60276
H 2.64702 17.07026 21.85409
H 2.09428 17.45375 19.14860
H 0.97888 16.93191 20.30662
```

The SMILES is C[N+](=O)[O-].O=C1CCCO1.O=C1CCCO1.O=C1CCCO1.O=C1CCCO1.COCCOC.COCCOC.COCCOC.COCCOC.COCCOC. The calculation puts the total energy at -3015.189935 hartree. The value obtained for the largest force on an atom is 3.292 eV/A. As for the gap between HOMO and LUMO: 9.2758 eV.